(1)
80
Properties=species:S:1:pos:R:3:forces:R:3 method="wB97M-V/def2-TZVPD" energy_ha=-11638.074560 largest_force_ev_per_a=4.10 orbital_gap_ha=0.335
N -0.3640 0.9659 1.0446 0.16 0.05 -0.44
C -0.0366 0.4653 -0.2983 -0.20 -0.35 -0.49
C 1.2027 -0.4794 -0.3370 0.24 0.56 0.12
C 2.3571 -0.0785 0.6381 -0.29 -0.17 -0.93
C 3.3049 1.0463 0.1194 1.09 -2.26 1.33
N 4.5199 1.0172 0.9469 -0.47 1.11 -0.18
O 2.6705 2.3303 0.2447 0.86 0.59 -2.09
S 3.0065 3.1377 -1.1650 -1.07 3.51 -1.84
O 1.9334 2.9368 -2.1564 2.06 -0.81 2.10
O 3.2851 4.5759 -0.9727 0.24 -3.82 0.52
O 4.3552 2.2758 -1.5864 -1.94 0.92 0.83
C 3.8990 0.9205 -1.3332 -0.22 -0.02 -1.00
O 4.9976 0.0718 -1.4601 -0.54 0.46 0.64
H 0.4201 1.4639 1.4763 -0.36 -0.46 -0.62
H -1.0591 1.6990 0.8883 0.20 -0.48 0.37
H -0.9184 -0.1218 -0.6468 0.57 0.38 0.14
H 0.0888 1.2918 -1.0417 0.12 -0.48 0.47
H 1.6177 -0.4266 -1.3692 -0.37 -0.25 0.55
H 0.9354 -1.5383 -0.1571 -0.04 0.60 0.07
H 2.0027 0.2301 1.6456 0.13 -0.20 -0.63
H 2.9779 -0.9881 0.8050 -0.22 0.67 -0.15
H 4.3648 1.5079 1.8199 0.00 -0.25 0.04
H 4.8236 0.0639 1.0942 0.05 0.15 0.15
H 3.1998 0.7211 -2.1700 -0.10 -0.14 0.80
H 4.6625 -0.7532 -1.8188 0.09 -0.15 -0.20
C -3.3127 3.3614 -0.8322 -0.05 0.14 -0.19
Cl -1.7935 3.6578 0.0211 -0.13 0.44 -0.11
Cl -3.6493 1.6357 -0.9761 0.00 -0.17 0.12
H -4.1222 3.8268 -0.2859 0.02 -0.03 0.10
H -3.2414 3.7908 -1.8271 0.05 -0.08 0.02
C -0.9137 2.0502 4.4158 -0.16 -0.14 0.12
Cl -0.7040 0.3010 4.5177 0.49 0.31 0.33
Cl 0.2695 2.7615 3.3134 0.12 0.64 0.53
H -1.9126 2.2662 4.0458 0.09 -0.07 -0.11
H -0.7828 2.4811 5.4035 0.12 -0.02 -0.08
C -4.5532 7.2870 -2.5563 0.00 0.20 -0.21
Cl -3.4784 6.2299 -3.4855 -0.09 0.05 0.10
Cl -5.0723 6.5485 -1.0381 -0.03 0.01 0.04
H -4.0254 8.2081 -2.3304 0.05 -0.12 0.05
H -5.4326 7.5027 -3.1548 0.03 -0.13 0.04
C -1.3000 -3.5274 4.9382 -0.09 0.13 -0.02
Cl -1.0871 -5.2802 5.0302 -0.09 0.03 0.30
Cl -0.1151 -2.7974 3.8467 0.07 -0.07 -0.05
H -2.3052 -3.3119 4.5671 0.86 -0.19 0.06
H -1.1716 -3.1037 5.9306 0.11 -0.06 -0.07
C -0.6914 -8.3957 2.1226 0.06 -0.15 -0.14
Cl -0.7782 -9.0017 3.7796 -0.13 -0.11 -0.01
Cl -1.1371 -6.6884 2.0402 -0.02 -0.07 -0.33
H 0.3265 -8.5084 1.7619 -0.01 0.07 0.13
H -1.3716 -8.9698 1.5014 -0.06 0.08 0.11
C 2.2089 -6.1301 3.5523 -0.11 0.12 0.08
Cl 2.4587 -7.8811 3.6329 0.09 0.06 0.03
Cl 3.3652 -5.3612 2.4563 -0.01 0.08 0.00
H 1.2032 -5.9345 3.1950 0.08 -0.05 -0.05
H 2.3359 -5.7124 4.5458 0.09 -0.07 -0.06
C -4.6200 -1.2277 4.4662 -0.08 0.29 -0.06
Cl -4.4196 -2.9829 4.5706 -0.87 0.02 0.03
Cl -3.4238 -0.5091 3.3830 -0.50 -0.15 -0.17
H -5.6145 -1.0104 4.0893 0.06 -0.12 -0.04
H -4.4981 -0.8021 5.4578 0.09 -0.10 -0.04
C -0.1440 4.5606 -5.3405 0.15 0.22 0.08
Cl -1.1781 3.7795 -4.1388 0.08 -0.07 -0.06
Cl -0.0700 3.6573 -6.8609 -0.01 0.06 0.06
H -0.5442 5.5497 -5.5412 -0.05 -0.11 -0.05
H 0.8620 4.6422 -4.9403 -0.07 -0.14 0.03
C 7.4807 -1.8852 2.4812 0.14 0.00 0.09
Cl 6.1121 -2.5627 1.5872 -0.02 -0.08 -0.01
Cl 7.3167 -0.1380 2.6814 0.08 -0.02 0.04
H 7.5227 -2.3491 3.4616 -0.13 0.05 -0.05
H 8.3946 -2.0916 1.9332 -0.11 0.07 -0.07
C -4.4203 0.7769 -4.4473 0.09 -0.11 0.13
Cl -5.7890 0.1601 -5.3814 0.03 -0.08 -0.01
Cl -4.5298 2.5216 -4.2125 -0.03 0.13 -0.06
H -4.4109 0.2929 -3.4751 -0.11 0.09 -0.04
H -3.5047 0.5560 -4.9804 0.01 0.05 -0.13
C -1.5525 -0.9917 -7.5436 0.03 0.00 -0.21
Cl -1.7286 -1.6768 -5.9227 0.00 -0.03 0.00
Cl -1.9894 0.7228 -7.5915 0.00 -0.13 0.01
H -0.5171 -1.0954 -7.8522 -0.03 0.07 0.11
H -2.1981 -1.5367 -8.2252 -0.06 0.06 0.12

(2)
112
Properties=species:S:1:pos:R:3:forces:R:3 method="wB97M-V/def2-TZVPD" energy_ha=-9963.710285 total_charge=+2 largest_force_ev_per_a=0.81 e_above_lowest_kcal_mol=28.24 orbital_gap_ha=0.220
Ti 0.2007 0.0571 0.7081 -0.08 -0.24 0.77
Cl -1.6204 1.7497 -2.1666 -0.05 0.10 -0.14
C -1.5101 1.4660 -3.9197 -0.08 0.00 -0.02
Cl -0.6822 -0.0475 -4.3001 0.03 0.00 0.02
H -0.9463 2.2868 -4.3466 -0.02 -0.02 -0.01
H -2.5219 1.4187 -4.3054 0.02 0.00 0.00
O 0.0333 -2.9265 -0.1681 0.10 0.03 -0.08
C -0.5845 -2.1394 -0.8472 -0.07 0.03 0.07
O -0.2806 -0.8175 -0.8379 -0.09 -0.16 -0.15
C -1.7693 -2.5374 -1.6415 -0.04 0.09 -0.02
C -1.9707 -3.8898 -1.9066 0.02 0.05 0.01
C -3.1419 -4.2684 -2.5262 -0.02 -0.04 0.01
C -4.1300 -3.3676 -2.8817 0.02 -0.02 -0.02
C -3.8864 -2.0378 -2.6050 -0.05 0.02 0.06
C -2.7263 -1.5994 -2.0004 0.05 0.01 -0.06
N -4.9206 -1.0326 -2.9362 0.01 -0.04 -0.06
O -4.6254 0.1337 -2.7578 0.01 0.03 0.00
O -5.9773 -1.4410 -3.3493 0.00 0.01 0.00
N -3.3715 -5.7112 -2.7833 0.02 0.02 -0.03
O -2.4836 -6.4694 -2.4606 0.01 -0.01 0.00
O -4.4271 -6.0158 -3.2844 -0.01 0.00 -0.01
H -1.2363 -4.6332 -1.6331 -0.02 -0.01 0.03
H -5.0467 -3.6949 -3.3515 0.00 0.01 0.01
H -2.5845 -0.5463 -1.8130 0.00 -0.01 0.01
F -2.2308 3.6739 0.3577 0.00 0.02 0.04
C -0.9470 4.0280 0.4860 -0.06 0.06 0.03
F -0.3840 3.9852 -0.7135 0.00 -0.02 0.05
F -0.8688 5.2697 0.9474 0.00 -0.03 -0.06
C -0.2541 3.0332 1.4657 0.04 -0.02 0.07
O -0.2792 1.7749 0.8859 0.09 0.21 -0.06
C -1.0492 2.9966 2.8375 0.00 -0.02 -0.09
F -1.7745 4.0844 3.0256 0.07 0.03 0.05
F -0.2163 2.8675 3.8791 0.01 -0.10 0.03
F -1.8646 1.9400 2.8585 -0.05 0.04 -0.05
C 1.2254 3.4837 1.7147 -0.09 0.08 0.01
F 1.9367 2.4249 2.1483 -0.02 0.02 0.04
F 1.7994 3.9229 0.6032 0.03 -0.06 -0.01
F 1.2937 4.4440 2.6256 0.01 0.03 -0.06
Br 3.9396 2.7848 -3.9326 -0.03 -0.01 0.03
C 4.6068 2.6379 -2.1772 0.07 0.03 0.02
C 5.8688 3.1538 -1.9084 0.01 -0.01 0.02
C 6.4011 3.0673 -0.6328 0.00 0.00 -0.02
C 5.6872 2.4507 0.3838 -0.03 -0.02 0.02
C 4.4305 1.9260 0.1260 0.09 -0.02 -0.02
C 3.8950 2.0333 -1.1494 0.03 0.01 0.10
I 1.9744 1.2993 -1.5242 -0.09 0.07 -0.53
H 6.4269 3.6224 -2.7068 0.00 0.01 0.00
H 7.3804 3.4814 -0.4369 0.00 0.00 0.00
H 6.1038 2.3793 1.3791 0.01 -0.01 0.00
H 3.8754 1.4325 0.9114 -0.03 0.03 0.00
Cl -6.1885 0.8344 7.9859 0.00 -0.01 -0.02
C -5.4476 -0.2892 6.9087 -0.01 0.02 0.02
C -4.8060 0.1698 5.7671 0.01 -0.02 -0.03
C -4.2145 -0.7483 4.9181 -0.02 0.01 0.00
C -4.2317 -2.1205 5.1758 0.08 0.04 -0.01
C -3.5717 -3.1186 4.2553 -0.02 -0.03 0.01
C -3.9616 -2.9905 2.7749 0.04 -0.02 -0.07
N -3.2872 -1.8918 2.0714 -0.09 0.09 0.13
C -3.8856 -0.7892 1.4954 0.03 -0.06 -0.03
C -2.8883 0.0000 1.0291 0.03 -0.02 -0.06
N -1.6809 -0.6143 1.3206 -0.03 -0.02 0.10
C -1.9671 -1.7510 1.9419 0.06 -0.09 -0.11
O -2.1405 -3.1609 4.2849 -0.02 0.03 -0.04
C -1.4113 -2.3070 5.1609 -0.03 -0.09 0.03
C -1.4128 -2.7413 6.5921 -0.03 0.03 0.00
C -0.8017 -3.8824 7.0253 0.04 0.00 -0.06
Cl 0.0810 -4.9818 6.0440 -0.01 0.01 0.00
S -0.9566 -4.1290 8.7058 0.00 -0.02 0.07
C -1.8455 -2.6769 8.8711 0.00 0.02 -0.02
C -2.0146 -2.0428 7.6805 0.04 -0.01 -0.01
C -4.8739 -2.5390 6.3424 -0.01 -0.05 0.01
Cl -4.8993 -4.2087 6.8060 0.01 0.02 0.00
C -5.4889 -1.6406 7.2010 -0.01 0.01 -0.01
H -4.7780 1.2279 5.5487 -0.01 0.01 0.01
H -3.7147 -0.3705 4.0353 0.02 0.00 0.00
H -3.9180 -4.1117 4.5444 -0.01 0.04 0.02
H -5.0344 -2.8348 2.6788 0.00 -0.03 -0.03
H -3.6956 -3.9173 2.2674 -0.01 0.01 0.00
H -4.9542 -0.6659 1.4677 -0.02 0.00 0.03
H -2.9500 0.9442 0.5158 0.02 0.01 0.01
H -1.2576 -2.4898 2.2667 0.01 0.01 0.05
H -1.7535 -1.2721 5.0806 0.02 -0.01 0.01
H -0.3929 -2.3632 4.7667 0.00 0.04 -0.02
H -2.2029 -2.3758 9.8422 -0.01 0.01 0.01
H -2.5590 -1.1145 7.5686 -0.01 0.01 0.00
H -5.9841 -1.9947 8.0936 0.00 0.00 0.01
C 2.5576 1.4361 5.2503 -0.04 0.04 -0.03
C 1.4705 0.3540 5.3618 0.05 -0.08 -0.02
C 2.0983 -0.9828 5.7940 -0.05 -0.02 -0.04
C 0.3822 0.7771 6.3552 -0.02 0.03 -0.02
C 0.8940 0.1720 4.0133 -0.01 -0.03 0.03
N 0.5044 0.0242 2.9430 -0.03 0.20 -0.08
H 2.9592 1.6090 6.2481 0.02 -0.02 0.00
H 2.1518 2.3758 4.8794 0.00 0.01 0.00
H 3.3722 1.1171 4.6000 0.00 0.00 -0.01
H 2.6368 -0.8156 6.7261 0.00 0.00 0.01
H 2.8073 -1.3515 5.0519 0.02 0.01 0.01
H 1.3396 -1.7440 5.9779 0.00 -0.01 0.00
H 0.8487 0.8745 7.3352 -0.01 -0.01 0.01
H -0.4038 0.0271 6.4318 -0.02 -0.02 0.01
H -0.0584 1.7359 6.0902 -0.01 0.01 -0.02
C 1.7022 -3.3081 2.5514 0.00 -0.02 -0.02
N 2.5558 -3.0623 1.3950 -0.02 -0.04 -0.06
C 2.4584 -2.0157 0.5918 0.00 0.17 -0.01
N 3.1441 -1.9598 -0.5428 -0.01 -0.10 -0.06
O 1.7580 -0.9887 0.9479 0.19 -0.28 0.21
H 2.3088 -3.6632 3.3817 0.00 0.01 0.01
H 0.9474 -4.0562 2.3094 -0.01 0.01 0.00
H 1.2168 -2.3811 2.8372 0.02 0.01 0.02
H 3.0914 -3.8479 1.0570 0.02 0.03 0.02
H 3.6656 -2.7495 -0.8860 0.02 0.02 0.01
H 3.0189 -1.1628 -1.1513 0.01 0.01 0.05

The records above yield HOMO energy values of -8.8, -12.9 eV, respectively.